[1]
Entry from OMol25: C2H5IO2 in the gas phase in a non-equilibrium geometry (ωB97M-V/def2-TZVPD).

```
10
Properties=species:S:1:pos:R:3
C 1.025 0.044 0.185
C -1.306 0.227 -0.311
O -2.231 -0.349 -1.221
O -0.047 0.013 -0.732
I -1.753 2.307 0.211
H 2.070 -0.162 -0.409
H 0.869 -0.707 1.048
H 1.034 0.972 0.610
H -1.312 -0.412 0.741
H -1.892 0.016 -2.129
```

Summary:
**Structure (SMILES)**: CO[C@H](O)I
**Largest force on an atom**: 4.7 eV Å⁻¹
**HOMO energy**: -9.639 eV
**Total charge**: 0
**E_LUMO**: 0.5 eV

Mulliken atomic charge list, values in e, 6 entries: atom 1 (C): -0.662, atom 2 (C): -0.082, atom 3 (O): -0.455, atom 4 (O): -0.306, atom 5 (I): -0.014, atom 6 (H): 0.196

=====

[2]
Entry from OMol25: C2H4FN in the gas phase in a non-equilibrium geometry (ωB97M-V/def2-TZVPD).

```
8
Properties=species:S:1:pos:R:3
C -0.063 0.578 -0.321
C -0.912 -0.643 0.195
N 1.124 0.270 0.359
F 2.112 -0.485 -0.331
H 0.007 0.752 -1.468
H -0.425 1.468 0.202
H -1.499 -0.394 1.083
H -0.343 -1.546 0.280
```

Summary:
**Largest force on an atom**: 2.8 eV Å⁻¹
**HOMO energy (alpha / beta)**: -9.651 / -9.922 eV
**Total charge**: 0
**E_LUMO (alpha / beta)**: -0.3 / -0.4 eV

Mulliken atomic charge list, values in e, 6 entries: atom 1 (C): -0.062, atom 2 (C): -0.654, atom 3 (N): -0.220, atom 4 (F): -0.160, atom 5 (H): 0.306, atom 6 (H): 0.217

=====

[3]
Entry from OMol25: a 9-piece molecular cluster, C8H33O9 overall in a non-equilibrium geometry (ωB97M-V/def2-TZVPD).

```
50
Properties=species:S:1:pos:R:3
O -0.172 -0.261 -0.681
H -0.134 -0.203 0.371
C 0.794 3.310 0.262
O 1.575 2.257 -0.254
H 0.477 4.112 -0.621
H 1.247 4.053 0.866
H 0.007 3.039 0.675
H 0.932 1.452 -0.452
C -0.309 -2.062 3.383
O 0.534 -1.700 4.562
H -0.235 -3.310 3.394
H -0.134 -1.419 2.375
H -1.522 -1.926 3.709
H 0.659 -0.736 4.832
C -0.392 1.864 -3.203
O -1.287 1.106 -2.483
H -0.569 1.597 -4.160
H 0.530 1.439 -3.101
H -0.524 2.963 -3.039
H -0.780 0.572 -1.675
C 1.766 1.072 2.977
O 1.394 1.172 4.317
H 2.718 1.741 2.853
H 1.027 1.531 2.483
H 1.984 0.002 2.754
H 1.357 2.103 4.540
C -2.618 -2.794 -1.473
O -1.545 -2.612 -0.659
H -2.497 -3.033 -2.565
H -3.451 -2.025 -1.439
H -3.310 -3.479 -0.979
H -1.356 -1.706 -0.800
C 3.452 -0.932 0.184
O 2.114 -1.378 0.590
H 3.951 -0.200 0.782
H 3.553 -0.867 -0.827
H 4.192 -1.763 0.463
H 1.658 -0.724 -0.037
C 0.343 -1.591 -3.759
O 1.303 -1.305 -2.814
H 0.744 -1.404 -4.933
H -0.596 -1.059 -3.544
H 0.046 -2.712 -3.713
H 0.744 -0.705 -2.184
C -3.263 1.153 0.540
O -1.892 1.269 0.926
H -3.520 0.487 -0.214
H -3.838 2.121 0.277
H -3.876 0.773 1.262
H -1.261 0.714 0.241
```

Summary:
**Largest force on an atom**: 9.7 eV Å⁻¹
**HOMO energy**: -6.202 eV
**Total charge**: -1
**E_LUMO**: 2.8 eV

Mulliken atomic charge list, values in e, 6 entries: atom 1 (O): 0.184, atom 2 (H): -0.234, atom 3 (C): -0.844, atom 4 (O): -0.530, atom 5 (H): 0.179, atom 6 (H): 0.413

=====

[4]
Entry from OMol25: C25H60Li4N4O11 as an isolated structure in a non-equilibrium geometry (ωB97M-V/def2-TZVPD).

```
104
Properties=species:S:1:pos:R:3
Li -3.389 1.239 -1.741
Li -2.708 -2.160 -2.506
Li -1.030 -2.667 0.602
Li -2.158 0.944 1.112
C -1.107 -0.607 -0.613
O -1.893 0.404 -0.880
O -0.489 -0.548 0.475
O -1.259 -1.718 -1.258
C -0.465 -0.017 -6.385
O -1.037 0.641 -5.275
C -0.725 2.010 -5.156
C -1.447 2.508 -3.925
N -2.879 2.226 -3.906
C -3.701 3.183 -4.617
C -4.109 4.430 -3.750
O -4.408 5.525 -4.535
C -3.278 6.177 -5.103
H -0.799 0.490 -7.292
H -0.795 -1.055 -6.455
H 0.621 -0.119 -6.302
H -0.974 2.612 -6.045
H 0.366 2.116 -5.122
H -1.321 3.579 -3.768
H -0.950 1.918 -3.144
H -2.969 1.299 -4.320
H -4.675 2.712 -4.792
H -3.440 3.359 -5.667
H -3.380 4.605 -2.947
H -5.048 4.099 -3.301
H -3.560 7.194 -5.343
H -2.932 5.681 -6.016
H -2.427 6.105 -4.417
C 4.458 -4.708 0.244
O 3.180 -4.098 0.055
C 2.303 -4.513 -0.953
C 0.977 -3.783 -0.756
N 0.278 -4.179 0.490
C -0.190 -5.569 0.595
C -0.365 -6.010 2.055
O 0.943 -6.029 2.579
C 0.952 -6.657 3.864
H 4.306 -5.636 0.797
H 4.969 -4.046 0.943
H 5.013 -4.763 -0.689
H 2.240 -5.603 -1.001
H 2.689 -4.198 -1.932
H 0.380 -4.087 -1.619
H 1.219 -2.722 -0.714
H 1.009 -4.043 1.192
H 0.579 -6.244 0.207
H -1.059 -5.684 -0.056
H -0.778 -7.021 2.029
H -1.082 -5.351 2.555
H 0.076 -6.397 4.471
H 1.855 -6.363 4.390
H 0.827 -7.732 3.694
C 1.388 -2.083 5.898
O 0.490 -1.937 4.814
C 0.883 -2.616 3.625
C 2.158 -1.989 3.075
N 1.943 -0.629 2.595
C 3.032 -0.065 1.796
C 2.629 1.139 0.954
O 3.774 1.922 0.742
C 3.576 3.268 0.417
H 0.888 -1.759 6.804
H 2.326 -1.551 5.734
H 1.639 -3.151 5.968
H 0.129 -2.520 2.838
H 0.945 -3.680 3.864
H 2.483 -2.627 2.242
H 3.048 -2.026 3.702
H 1.160 -0.658 1.941
H 3.407 -0.837 1.107
H 3.844 0.219 2.468
H 1.896 1.748 1.500
H 2.176 0.800 0.015
H 3.019 3.466 -0.501
H 4.546 3.751 0.290
H 3.171 3.826 1.270
C 0.443 5.603 -1.426
O -0.827 5.523 -0.773
C -1.273 4.182 -0.665
C -0.482 3.476 0.468
N -1.306 2.905 1.536
C -0.545 2.583 2.726
C -1.340 1.684 3.700
O -1.434 0.343 3.262
C -1.966 -0.560 4.202
H 1.168 5.443 -0.625
H 0.594 6.569 -1.901
H 0.579 4.870 -2.227
H -1.104 3.653 -1.596
H -2.320 4.135 -0.358
H 0.274 4.140 0.889
H -0.045 2.578 0.018
H -2.207 3.326 1.732
H -0.347 3.487 3.310
H 0.335 1.969 2.536
H -2.328 2.109 3.917
H -0.727 1.730 4.606
H -1.362 -0.551 5.120
H -1.731 -1.582 3.901
H -3.012 -0.357 4.436
```

Summary:
**Largest force on an atom**: 2.6 eV Å⁻¹
**HOMO energy**: -12.530 eV
**Total charge**: +2
**E_LUMO**: -6.8 eV

Mulliken atomic charge list, values in e, 6 entries: atom 1 (Li): 0.826, atom 2 (Li): 0.859, atom 3 (Li): 0.735, atom 4 (Li): 0.730, atom 5 (C): 0.568, atom 6 (O): -0.943

=====

[5]
Entry from OMol25: C26H50LuNP3Se as an isolated structure in a non-equilibrium geometry (ωB97M-V/def2-TZVPD).

```
82
Properties=species:S:1:pos:R:3
Lu -0.418 0.270 -0.314
P 0.551 -0.559 2.403
P -3.114 0.119 0.331
P -0.345 2.713 1.067
H 4.416 1.425 -2.047
C 4.137 2.128 -1.239
C 4.317 1.852 0.037
H 4.745 0.896 0.391
C 1.254 -2.211 2.816
C -0.631 -0.409 3.815
C 1.948 0.482 3.024
C -4.078 0.915 -1.022
C -4.013 -1.465 0.470
C -3.804 1.015 1.774
C 1.301 3.519 0.997
C -0.847 3.124 2.784
C -1.342 3.970 0.169
H 3.763 3.114 -1.573
H 4.135 2.607 0.825
H 1.852 -2.565 1.968
H 0.464 -2.949 3.022
H 1.915 -2.176 3.699
H -1.513 -1.032 3.611
H -0.977 0.624 3.945
H -0.193 -0.750 4.766
H 2.659 0.665 2.209
H 2.492 -0.024 3.837
H 1.604 1.456 3.394
H -5.089 0.489 -1.014
H -3.588 0.714 -1.988
H -4.109 2.003 -0.877
H -5.091 -1.249 0.432
H -3.761 -1.954 1.420
H -3.741 -2.122 -0.367
H -4.874 0.773 1.852
H -3.682 2.098 1.650
H -3.290 0.692 2.690
H 1.194 4.611 1.082
H 1.795 3.286 0.045
H 1.944 3.161 1.810
H -0.896 4.215 2.917
H -0.139 2.722 3.517
H -1.841 2.712 3.002
H -1.154 4.961 0.601
H -2.411 3.734 0.238
H -1.066 3.972 -0.899
C 0.026 2.300 -3.691
C 1.445 2.250 -3.910
C 2.015 2.947 -5.005
C 1.225 3.678 -5.895
C -0.165 3.707 -5.681
C -0.732 3.029 -4.617
Se -1.200 1.831 -2.298
H 0.670 -0.335 -1.510
H 2.100 1.731 -3.230
H 3.090 2.921 -5.186
H 1.650 4.206 -6.752
H -0.794 4.254 -6.371
H -1.815 3.078 -4.411
C -1.996 -4.647 1.369
N -0.651 -4.334 0.801
C 0.143 -5.581 0.620
C -0.722 -3.494 -0.483
C 0.661 -2.968 -0.781
C 1.531 -3.782 -1.541
C 2.887 -3.421 -1.670
C 3.346 -2.231 -1.104
C 2.455 -1.383 -0.421
C 1.087 -1.711 -0.333
H -2.594 -5.147 0.598
H -2.486 -3.721 1.695
H -1.855 -5.312 2.229
H -0.144 -3.740 1.485
H -0.262 -6.132 -0.236
H 1.197 -5.338 0.457
H 0.042 -6.181 1.531
H -1.124 -4.161 -1.261
H -1.472 -2.706 -0.291
H 1.162 -4.702 -1.993
H 3.570 -4.085 -2.195
H 4.406 -1.959 -1.161
H 2.825 -0.433 -0.030
```

Summary:
**Largest force on an atom**: 4.3 eV Å⁻¹
**HOMO energy (alpha / beta)**: -16.281 / -16.432 eV
**Total charge**: +3
**E_LUMO (alpha / beta)**: -10.3 / -10.9 eV

Mulliken atomic charge list, values in e, 6 entries: atom 1 (Lu): 0.389, atom 2 (P): 1.287, atom 3 (P): 0.830, atom 4 (P): 0.811, atom 5 (H): 0.287, atom 6 (C): -0.573

=====

Question: What is the formula in the second record?
Answer: C2H4FN

=====

Question: What is the formula in the first record?
Answer: C2H5IO2

=====

Copy entry 2 word for word.
Entry from OMol25: C2H4FN in the gas phase in a non-equilibrium geometry (ωB97M-V/def2-TZVPD).

```
8
Properties=species:S:1:pos:R:3
C -0.063 0.578 -0.321
C -0.912 -0.643 0.195
N 1.124 0.270 0.359
F 2.112 -0.485 -0.331
H 0.007 0.752 -1.468
H -0.425 1.468 0.202
H -1.499 -0.394 1.083
H -0.343 -1.546 0.280
```

Summary:
**Largest force on an atom**: 2.8 eV Å⁻¹
**HOMO energy (alpha / beta)**: -9.651 / -9.922 eV
**Total charge**: 0
**E_LUMO (alpha / beta)**: -0.3 / -0.4 eV

Mulliken atomic charge list, values in e, 6 entries: atom 1 (C): -0.062, atom 2 (C): -0.654, atom 3 (N): -0.220, atom 4 (F): -0.160, atom 5 (H): 0.306, atom 6 (H): 0.217

=====

Question: What is the largest force on an atom in the fourth record?
Answer: 2.6 eV Å⁻¹